Entry 1:
Density functional theory data (the ωB97M-V functional and the def2-TZVPD basis) for a structure of composition C22H50AlBN2O6P in a non-equilibrium geometry.

Spin multiplicity ... 3
Total charge ... -1
E_tot ... -2037.7550 a.u.
E_HOMO (alpha / beta) ... -3.0 / -3.0 eV
<S²> ... 2.008

Geometry (Å):
C  -2.864  -2.732  -0.050
P  -2.665  -4.564  -0.285
C  -4.199  -5.440  0.329
Al  -0.718  -5.408  0.717
C  0.806  -5.305  -0.671
O  0.375  -5.596  -2.008
O  -0.423  -6.771  -1.956
C  -0.136  -4.469  2.447
B  0.420  -5.524  3.414
O  -0.345  -6.652  3.739
O  1.679  -5.405  3.972
H  -3.135  -2.408  0.951
H  -1.974  -2.216  -0.366
H  -3.648  -2.390  -0.711
H  -3.943  -6.085  1.152
H  -4.557  -6.059  -0.476
H  -4.996  -4.764  0.608
H  -0.994  -6.991  1.013
H  1.196  -4.298  -0.680
H  1.596  -6.015  -0.416
H  0.107  -7.400  -1.449
H  0.635  -3.752  2.188
H  -1.003  -3.976  2.866
H  -0.210  -7.327  3.055
H  1.977  -6.298  4.204
C  1.561  -1.312  -4.539
C  0.101  -0.950  -4.175
C  -0.571  -0.236  -5.349
C  -0.087  1.202  -5.549
C  -0.198  1.999  -4.249
C  0.491  1.317  -3.067
N  0.059  -0.103  -2.947
O  -1.102  -0.164  -2.398
C  2.019  1.418  -3.228
C  0.169  2.064  -1.780
C  -0.605  -2.276  -3.918
H  1.612  -2.309  -4.971
H  2.002  -0.635  -5.272
H  2.198  -1.321  -3.655
H  -1.653  -0.221  -5.188
H  -0.400  -0.817  -6.258
H  0.943  1.214  -5.916
H  -0.689  1.683  -6.323
H  0.229  2.996  -4.383
H  -1.257  2.144  -4.014
H  2.527  0.840  -2.455
H  2.332  2.457  -3.123
H  2.381  1.084  -4.198
H  -0.903  2.154  -1.612
H  0.578  3.073  -1.819
H  0.605  1.563  -0.916
H  -0.166  -2.802  -3.070
H  -0.510  -2.914  -4.795
H  -1.669  -2.154  -3.726
C  -0.547  5.904  3.189
C  -0.439  4.543  2.460
C  -1.083  3.441  3.302
C  -0.255  3.040  4.521
C  1.175  2.691  4.112
C  1.852  3.790  3.293
N  0.986  4.218  2.156
O  1.048  3.356  1.205
C  2.198  4.984  4.202
C  3.185  3.279  2.762
C  -1.220  4.695  1.159
H  -1.458  6.426  2.898
H  -0.583  5.807  4.274
H  0.286  6.559  2.932
H  -1.237  2.555  2.679
H  -2.075  3.773  3.618
H  -0.255  3.840  5.268
H  -0.715  2.176  5.003
H  1.778  2.487  5.000
H  1.158  1.765  3.530
H  2.579  5.820  3.614
H  2.975  4.695  4.909
H  1.360  5.339  4.798
H  3.076  2.362  2.187
H  3.852  3.067  3.596
H  3.665  4.025  2.126
H  -0.771  5.458  0.521
H  -2.241  4.996  1.389
H  -1.273  3.764  0.599

=====

Entry 2:
Density functional theory data (the ωB97M-V functional and the def2-TZVPD basis) for a structure of composition C22H50CeN3OP3 in a non-equilibrium geometry.

Spin multiplicity ... 2
Total charge ... +3
E_tot ... -2605.9001 a.u.
E_HOMO (alpha / beta) ... -16.6 / -16.5 eV
Energy above the lowest of the compared OMol25 structures with the same formula, charge and spin ... 3.03 kcal per mole
<S²> ... 0.775

Geometry (Å):
Ce  -0.238  0.356  -0.323
P  -1.562  -2.497  0.504
P  1.427  -1.316  1.868
P  1.471  -2.103  -1.006
H  -1.174  5.321  -4.574
C  -1.156  4.411  -5.183
C  -2.133  3.489  -5.128
H  -2.900  3.496  -4.347
C  -3.171  -2.235  1.355
C  -1.023  -3.936  1.528
C  -2.059  -3.425  -1.014
C  3.020  -0.391  1.985
C  0.726  -0.939  3.533
C  2.020  -3.019  2.271
C  0.922  -1.740  -2.725
C  1.649  -3.923  -1.082
C  3.252  -1.675  -1.154
H  -0.328  4.329  -5.909
H  -2.222  2.742  -5.940
H  -3.790  -1.516  0.801
H  -2.980  -1.844  2.368
H  -3.701  -3.194  1.443
H  -0.768  -3.580  2.536
H  -0.160  -4.437  1.070
H  -1.856  -4.650  1.602
H  -2.385  -2.711  -1.786
H  -2.889  -4.098  -0.749
H  -1.216  -4.021  -1.394
H  3.680  -0.911  2.699
H  2.825  0.633  2.335
H  3.515  -0.325  1.009
H  1.452  -1.172  4.328
H  -0.182  -1.529  3.706
H  0.456  0.121  3.609
H  3.034  -2.991  2.687
H  2.037  -3.683  1.403
H  1.363  -3.493  3.011
H  1.537  -2.369  -3.379
H  1.074  -0.688  -2.996
H  -0.138  -1.981  -2.876
H  1.884  -4.206  -2.115
H  0.742  -4.453  -0.782
H  2.474  -4.269  -0.451
H  3.623  -1.983  -2.140
H  3.825  -2.194  -0.378
H  3.394  -0.597  -1.045
C  0.191  1.676  -3.425
C  1.314  2.509  -3.578
C  2.122  2.321  -4.690
C  1.752  1.408  -5.700
C  0.505  0.768  -5.640
C  -0.323  0.980  -4.547
O  -0.322  1.461  -2.218
H  1.529  0.837  -0.842
H  1.524  3.169  -2.743
H  3.053  2.886  -4.774
H  2.419  1.220  -6.547
H  0.142  0.125  -6.448
H  -1.353  0.616  -4.476
C  0.946  3.549  3.460
N  -0.421  3.066  3.494
C  -1.273  3.624  4.541
C  -0.885  2.264  2.517
N  -0.135  2.013  1.434
N  -2.138  1.730  2.685
C  -2.450  1.045  3.941
C  -2.868  1.212  1.527
H  1.102  4.032  4.426
H  1.096  4.281  2.652
H  1.654  2.723  3.332
H  -2.331  3.489  4.294
H  -1.051  3.173  5.525
H  -1.068  4.699  4.615
H  0.734  2.547  1.507
H  -2.258  1.687  4.809
H  -3.518  0.806  3.901
H  -1.857  0.118  4.042
H  -3.243  2.027  0.892
H  -2.251  0.496  0.937
H  -3.708  0.635  1.918

=====

Entry 3:
Density functional theory data (the ωB97M-V functional and the def2-TZVPD basis) for a cluster of 2 separate species, C22H50N2O4Si in total in a non-equilibrium geometry.

Total charge ... 0
E_tot ... -1568.0272 a.u.
E_HOMO ... -4.9 eV

Geometry (Å):
C  2.711  -1.459  2.896
C  2.694  -0.387  1.823
O  1.385  -0.283  1.265
C  1.405  0.234  -0.034
O  2.184  1.400  -0.073
C  1.732  2.546  -0.754
C  0.528  2.434  -1.707
N  -0.197  1.123  -1.759
C  0.123  0.437  -3.058
C  1.614  0.157  -3.313
C  1.947  -1.347  -3.523
C  3.311  -1.745  -2.931
C  3.221  -2.647  -1.675
C  3.689  -4.056  -1.992
O  2.826  -4.697  -2.926
C  1.581  -5.084  -2.374
C  -0.049  0.323  -0.502
C  -0.512  -1.127  -0.659
C  -1.969  -1.283  -1.113
C  -2.177  -2.647  -1.767
N  -3.603  -2.812  -2.113
Si  -1.137  1.065  0.953
C  -2.702  1.871  0.292
C  -1.646  -0.213  2.232
C  -0.228  2.427  1.898
H  2.480  -2.446  2.506
H  2.098  -1.171  3.746
H  3.740  -1.501  3.257
H  2.986  0.544  2.300
H  3.423  -0.676  1.065
H  1.911  -0.530  -0.645
H  2.569  2.948  -1.323
H  1.500  3.311  -0.015
H  -0.201  3.184  -1.410
H  0.837  2.728  -2.702
H  -1.189  1.366  -1.817
H  -0.451  -0.468  -3.226
H  -0.211  1.127  -3.830
H  2.283  0.563  -2.558
H  1.891  0.647  -4.243
H  1.143  -2.001  -3.189
H  2.032  -1.502  -4.597
H  3.913  -2.248  -3.682
H  3.881  -0.858  -2.658
H  2.204  -2.660  -1.288
H  3.849  -2.244  -0.879
H  4.695  -4.041  -2.401
H  3.705  -4.669  -1.084
H  0.789  -4.671  -2.999
H  1.427  -4.706  -1.362
H  1.488  -6.168  -2.320
H  0.093  -1.625  -1.425
H  -0.307  -1.676  0.251
H  -2.683  -1.202  -0.298
H  -2.149  -0.552  -1.905
H  -1.897  -3.407  -1.034
H  -1.600  -2.734  -2.689
H  -4.166  -2.159  -1.578
H  -3.933  -3.733  -1.852
H  -2.411  2.682  -0.393
H  -3.244  2.353  1.112
H  -3.325  1.181  -0.279
H  -0.929  -1.015  2.385
H  -1.786  0.348  3.158
H  -2.629  -0.621  1.998
H  -0.730  2.461  2.867
H  -0.326  3.408  1.430
H  0.826  2.208  2.059
C  -2.260  4.516  4.835
C  -3.524  3.971  4.137
C  -4.685  4.019  5.150
O  -3.317  2.689  3.737
H  -1.993  3.899  5.697
H  -1.412  4.529  4.144
H  -2.407  5.547  5.195
H  -3.780  4.722  3.346
H  -4.472  3.391  6.018
H  -5.612  3.669  4.691
H  -4.863  5.044  5.514